A cluster of 6 separate species, C26H50O17 in total, computed with ωB97M-V/def2-TZVPD.

```
93
Properties=species:S:1:pos:R:3:forces:R:3:mulliken_charge:R:1
C 5.254602 4.046596 2.856451 -0.159 -0.077 -0.069 -0.0693
C 4.347267 3.489299 2.304776 0.136 0.258 -0.089 -1.0178
C 3.243303 2.842652 1.584006 0.080 -0.306 -0.098 0.8014
C 1.950065 3.701246 1.646907 0.030 -0.039 0.145 -1.2244
O 0.788081 2.916985 1.655112 -0.027 -0.002 -0.155 -0.0178
C 0.342662 2.536807 2.944000 -0.024 -0.090 0.169 -0.8123
O 2.967159 1.558227 2.108858 -0.127 0.259 0.170 -0.1090
C 4.015742 0.633839 1.961520 0.239 -0.469 -0.082 -0.6143
H 6.058288 4.541704 3.342477 0.042 0.015 0.056 0.4721
H 3.550675 2.745802 0.531951 -0.040 -0.093 0.024 0.1424
H 2.001465 4.366645 2.514249 -0.111 -0.057 0.051 0.5303
H 1.901347 4.320216 0.751295 0.093 0.070 0.016 0.3896
H -0.326087 1.684852 2.821656 -0.045 0.056 -0.035 0.1335
H -0.210743 3.355430 3.416324 0.022 0.003 0.018 0.3195
H 1.164459 2.234502 3.595218 0.035 0.029 -0.077 0.4356
H 4.145699 0.333068 0.914636 -0.004 0.116 -0.036 0.2112
H 3.741848 -0.252362 2.532251 0.014 0.043 -0.009 0.0882
H 4.975244 0.991913 2.344292 -0.080 0.180 0.027 0.3210
C 4.089032 -5.052594 6.442594 0.010 0.052 -0.078 -1.0907
C 3.547332 -3.840442 7.165638 -0.026 -0.013 0.149 -0.1764
O 3.464617 -2.692501 6.300300 -0.114 0.119 0.082 -0.3826
C 2.411466 -2.670078 5.486072 0.451 -0.417 -0.538 0.6948
O 1.552042 -3.509725 5.410212 -0.185 0.143 0.200 -0.5593
O 2.528664 -1.608495 4.688162 -0.103 0.168 0.141 -0.2617
C 1.506776 -1.491851 3.694487 -0.110 0.106 -0.108 -0.2451
H 5.052941 -4.823579 5.987649 0.012 -0.017 0.013 0.2895
H 4.226882 -5.870296 7.150198 0.000 -0.007 0.014 0.3529
H 3.399846 -5.381383 5.666447 -0.004 0.002 0.013 0.3139
H 4.217083 -3.519869 7.960716 0.008 -0.010 0.001 0.2865
H 2.562820 -4.034146 7.588931 -0.011 -0.019 -0.013 0.3213
H 0.515800 -1.530181 4.141549 0.011 -0.025 0.055 0.4526
H 1.596946 -2.290032 2.958661 0.011 -0.034 0.025 0.2915
H 1.665934 -0.526037 3.221972 -0.021 0.003 0.010 -0.3026
C 1.210806 0.151648 -0.545795 -0.063 -0.109 0.034 -0.3667
C 2.283177 0.064365 -1.605770 0.052 0.189 -0.035 -0.5633
O 2.686797 -1.294337 -1.855580 0.098 -0.005 -0.166 -0.3669
C 1.866625 -1.993848 -2.637724 -0.417 -0.192 0.664 0.7981
O 0.846709 -1.591012 -3.136634 0.144 0.077 -0.266 -0.5759
O 2.310077 -3.248689 -2.687961 0.140 0.031 -0.177 -0.3600
C 1.471844 -4.142382 -3.427161 -0.008 -0.082 -0.082 -0.5550
H 1.535894 -0.347324 0.368094 0.026 0.041 0.024 0.0748
H 1.005224 1.194520 -0.301159 0.025 -0.003 0.028 -0.1256
H 0.287583 -0.315058 -0.888586 0.012 0.009 -0.029 0.6086
H 3.200815 0.554091 -1.283375 0.001 -0.001 0.010 0.2749
H 1.959296 0.517551 -2.541956 -0.031 -0.023 -0.012 0.3908
H 1.274326 -3.750136 -4.421938 -0.020 0.006 -0.008 0.2155
H 0.530074 -4.298301 -2.903873 -0.020 0.041 -0.008 0.2956
H 2.018005 -5.077329 -3.497117 0.033 0.010 0.031 0.2572
C -6.506753 0.897686 2.458843 0.023 0.009 -0.080 -1.0925
C -5.321142 -0.031796 2.584778 -0.004 -0.070 0.107 -0.1683
O -4.525677 -0.050053 1.384302 0.008 0.018 -0.028 -0.4023
C -3.695233 0.977104 1.235509 0.029 0.120 -0.146 0.7784
O -3.533369 1.879013 2.022349 0.021 -0.050 0.082 -0.6237
O -3.071133 0.852227 0.069534 0.003 -0.053 0.050 -0.3801
C -2.150858 1.910820 -0.241940 -0.022 -0.008 -0.013 -0.0748
H -7.103738 0.634153 1.585631 -0.020 -0.004 0.012 0.3070
H -7.135179 0.812135 3.345491 -0.006 -0.001 0.014 0.3580
H -6.181082 1.932447 2.365373 0.008 -0.003 0.010 0.2982
H -5.637340 -1.065796 2.703772 -0.013 0.000 -0.005 0.3118
H -4.685140 0.242074 3.425414 0.002 0.026 -0.002 0.2808
H -1.408093 2.025224 0.545520 0.016 -0.020 -0.011 -0.2895
H -2.682274 2.851322 -0.377697 -0.013 -0.015 0.006 0.3778
H -1.674035 1.604614 -1.167258 0.012 0.020 -0.020 0.3019
C -1.123530 7.900841 -2.352062 0.009 -0.089 0.025 -1.1068
C -2.486877 7.925523 -1.698429 -0.083 0.120 -0.019 -0.1837
O -2.803634 6.670228 -1.071388 -0.124 0.019 0.113 -0.3917
C -2.241678 6.472635 0.122856 0.602 -0.278 -0.384 0.7343
O -1.507766 7.239641 0.692727 -0.205 0.109 0.155 -0.5787
O -2.548424 5.244025 0.525538 -0.222 0.077 0.108 -0.3044
C -1.955305 4.848220 1.773153 -0.060 0.016 0.012 -0.3521
H -1.056370 7.072083 -3.057398 0.004 0.014 -0.020 0.2864
H -0.959621 8.831201 -2.896181 -0.003 0.014 -0.006 0.3682
H -0.338436 7.795720 -1.604906 -0.009 0.010 0.001 0.3088
H -3.276970 8.057312 -2.434792 0.007 0.003 -0.010 0.2914
H -2.558988 8.719402 -0.956427 0.023 0.006 0.009 0.3225
H -2.187243 5.571770 2.551961 0.018 0.043 -0.018 0.4900
H -0.877763 4.757602 1.652059 -0.011 0.033 0.015 0.0849
H -2.396856 3.884724 2.004467 0.015 -0.024 0.007 0.0820
C -2.393335 -3.938200 -6.413433 0.000 -0.106 0.028 -1.1225
C -1.076213 -4.242296 -7.092980 -0.056 0.246 0.038 -0.2248
O -0.606117 -5.566078 -6.777599 0.056 -0.017 -0.056 -0.3171
C -1.197924 -6.553801 -7.445826 -0.164 -0.033 0.189 0.7547
O -2.052642 -6.435729 -8.285230 0.062 0.010 -0.078 -0.5576
O -0.700665 -7.709395 -7.004018 0.055 0.011 -0.036 -0.3269
C -1.270962 -8.872958 -7.612399 0.043 -0.001 0.005 -0.6414
H -2.308171 -4.092476 -5.337507 -0.002 0.033 0.007 0.2873
H -2.666509 -2.898039 -6.590424 0.006 0.015 -0.004 0.3596
H -3.186491 -4.575180 -6.801369 0.001 0.010 -0.012 0.3437
H -0.293977 -3.582656 -6.722763 0.045 -0.042 -0.005 0.3041
H -1.149740 -4.126902 -8.173267 -0.001 -0.090 -0.019 0.3337
H -1.203189 -8.810487 -8.695928 0.002 -0.008 -0.014 0.2995
H -2.314546 -8.981113 -7.322436 -0.012 0.018 -0.004 0.2917
H -0.685527 -9.706726 -7.238614 -0.016 -0.022 -0.008 0.2155
```
Forces are in eV/Å.

The calculation puts the HOMO energy at -9.92 eV. As for the total charge: 0. The SMILES is C#C[C@H](COC)OC.CCOC(=O)OC.CCOC(=O)OC.CCOC(=O)OC.CCOC(=O)OC.CCOC(=O)OC. The value obtained for the HOMO-LUMO gap is 10.55 eV. As for the strongest force on any atom: 0.01588 hartree/bohr. As for the energy above the lowest of the compared OMol25 structures with the same formula, charge and spin: 0.00 kcal/mol.

---

A structure of composition C26H50OP2PtSi at a distorted geometry, computed with ωB97M-V/def2-TZVPD.

```
81
Properties=species:S:1:pos:R:3:forces:R:3:mulliken_charge:R:1
Pt 2.221719 -0.857689 -2.093869 -1.737 2.628 3.759 0.3569
C -0.505051 -0.858311 0.338415 0.269 0.408 1.294 1.5089
C -0.107831 -1.725444 -0.664360 1.013 0.387 -0.360 -0.0553
C 1.609435 -1.533430 0.932882 0.872 0.143 -1.807 0.5855
C 0.532084 -0.782845 1.337672 -1.699 0.675 -0.202 0.8265
C 1.346964 -2.065381 -0.463666 -2.247 -0.764 1.992 0.7571
C -1.802516 -0.140366 0.439179 -0.303 0.189 -0.179 -1.8706
H -2.323530 -0.159779 -0.527778 0.021 0.062 0.348 0.4041
H -1.643028 0.917716 0.724381 -0.089 -0.510 -0.091 0.3820
H -2.470537 -0.596019 1.195775 0.322 0.182 -0.272 0.4150
C 0.403221 -0.006321 2.601309 -0.071 -0.338 0.299 -1.4695
H -0.648914 0.019251 2.924666 0.399 0.089 -0.063 0.4319
H 0.747202 1.029250 2.455906 -0.131 -0.217 -0.023 0.1255
H 1.007999 -0.452875 3.406998 -0.199 0.221 -0.284 0.3984
C 2.853315 -1.708586 1.680694 0.719 -0.246 0.042 -1.8493
H 2.648659 -2.099312 2.677041 -0.007 -0.051 0.135 0.4868
H 3.406358 -0.761880 1.828958 -0.512 -0.403 -0.074 0.1543
H 3.532786 -2.394708 1.174095 -0.025 -0.012 0.114 0.2767
C 1.723074 -3.497067 -0.649041 0.716 -0.316 -0.669 -1.5334
H 1.151399 -4.130871 0.046934 0.208 0.085 -0.157 0.3974
H 2.796402 -3.611970 -0.460801 -0.219 -0.286 0.032 0.4290
H 1.535385 -3.835197 -1.674303 -0.047 -0.114 0.212 0.3636
C -0.982714 -2.198197 -1.759318 -0.165 -0.410 -0.227 -1.3142
H -1.860845 -2.696984 -1.317488 0.144 0.166 -0.178 0.4757
H -0.478805 -2.936047 -2.393127 -0.100 0.180 0.051 0.2460
H -1.368414 -1.377557 -2.394754 0.206 -0.250 0.340 0.1290
C -3.286984 3.791204 -1.367864 -0.028 -0.688 0.618 -0.3352
C -4.390834 3.147645 -1.755498 0.109 0.512 0.044 -0.5660
C -4.855940 2.899057 -3.173613 -0.338 -1.174 -0.379 -0.6894
C -3.888796 2.659932 -4.379526 -0.300 0.580 -0.802 -1.0308
C -2.886661 1.602987 -4.073469 -0.050 -0.644 -0.174 -0.2922
C -1.934246 1.725401 -3.146762 -0.026 -0.514 0.425 1.0623
C -1.296210 3.026991 -2.758849 0.019 0.414 0.666 0.1618
C -2.197169 4.211773 -2.300451 0.336 -0.056 -0.023 -0.8393
H -5.641257 3.594994 -3.510575 0.323 0.024 0.332 0.3742
H -3.431929 3.591247 -4.729785 -0.083 -0.060 0.038 0.2982
H -5.373245 1.933445 -3.078669 -0.199 0.162 -0.165 0.3610
H -2.626055 4.701913 -3.181498 0.277 0.090 0.272 0.3552
H -3.064832 3.926344 -0.294486 -0.340 -0.159 -0.531 0.3723
H -5.092066 2.754800 -1.000284 0.380 0.435 -0.318 0.3788
H -1.517497 4.894554 -1.770919 -0.334 0.154 -0.386 0.5084
H -0.574752 2.781529 -1.969559 -0.063 0.245 0.061 -0.4367
H -1.669453 0.841662 -2.513800 0.534 0.395 -1.177 -0.7010
H -0.691834 3.420595 -3.590761 -0.155 -0.195 0.141 0.1509
H -4.513549 2.271322 -5.215600 0.297 0.550 0.509 0.4244
H -3.038059 0.671069 -4.642825 -0.297 -0.065 1.050 0.3094
P 1.142316 0.240786 -4.098962 -0.526 0.779 -3.854 0.7145
C 0.923430 1.801814 -5.160299 -0.424 0.922 0.886 -1.2764
C 0.048588 -0.618623 -5.379960 -1.023 -0.905 0.674 -1.2209
P 3.363487 -1.331988 -3.772104 1.577 -0.970 -4.157 1.1108
C 2.785387 -0.045330 -4.906459 0.779 0.220 0.534 -1.4054
C 2.464080 -2.755490 -4.489036 0.092 -0.467 0.152 -1.2393
C 5.109421 -1.458682 -4.104169 0.885 -0.477 0.128 -1.1746
H 1.677176 2.560843 -4.933819 -0.197 -0.070 0.125 0.3903
H -0.085981 2.205973 -5.016088 0.358 -0.091 -0.104 0.2986
H 1.036392 1.494146 -6.215593 0.117 -0.024 0.711 0.5534
H 0.378951 -0.337684 -6.391220 0.110 -0.165 0.523 0.5498
H -0.972536 -0.199135 -5.251088 0.619 -0.186 0.009 0.0803
H -0.058586 -1.719057 -5.339988 0.201 0.559 0.190 0.3626
H 5.286128 -1.040228 -5.110370 -0.016 -0.146 0.455 0.4456
H 5.431732 -2.510347 -4.106998 0.010 0.323 0.118 0.4239
H 5.691442 -0.904710 -3.351508 -0.134 -0.165 -0.349 0.3529
H 3.457574 0.852343 -4.793122 -0.819 -0.728 -0.196 0.4888
H 2.709857 -0.380260 -5.964126 0.167 0.338 0.664 0.6236
H 3.038151 -3.669367 -4.263623 -0.458 0.165 -0.182 0.4436
H 2.352176 -2.603143 -5.578544 0.130 -0.276 0.511 0.3837
H 1.454886 -2.799541 -4.019802 0.697 -0.213 -0.420 0.1882
C 1.079955 3.042596 0.470523 0.257 -0.224 -0.208 -0.9471
Si 2.563180 2.023298 -0.197461 0.642 3.103 2.133 0.8420
C 3.523816 3.157105 -1.350953 0.054 -0.295 -0.219 -1.3051
C 3.611387 1.567829 1.326849 0.062 0.003 -0.405 -1.3796
O 1.893472 0.753305 -0.870228 -0.580 -2.386 -1.794 -0.4451
H 1.290858 3.341139 1.510471 -0.175 0.010 -0.346 0.5233
H 0.146343 2.458104 0.440420 0.240 0.223 0.077 -0.0418
H 0.937355 3.947034 -0.143640 -0.012 -0.274 0.287 0.4186
H 3.965334 3.990373 -0.782317 -0.142 -0.296 -0.091 0.4122
H 4.342063 2.631694 -1.861603 -0.058 0.150 0.070 0.3541
H 2.869322 3.600064 -2.116915 0.111 -0.159 0.191 0.3031
H 3.000661 1.290024 2.201717 0.173 0.144 -0.339 0.3399
H 4.279597 0.727082 1.094201 0.078 0.304 0.088 0.4135
H 4.243033 2.418891 1.624605 -0.195 -0.227 -0.096 0.4944
```
Forces are in eV/Å.

The calculation puts the HOMO energy (alpha / beta) at -13.22 / -13.22 eV. As for the total charge: +2. The value obtained for the HOMO-LUMO gap (alpha / beta) is 7.79 / 4.07 eV. As for the strongest force on any atom: 0.09536 hartree/bohr. As for the energy above the lowest of the compared OMol25 structures with the same formula, charge and spin: 0.00 kcal/mol. The multiplicity is 5.